Entry 1:
{"formula": "C21H16ClIN3O3Rh", "method": "ωB97M-V/def2-TZVPD", "gap_ev": [5.67, 5.68], "energy_ev": -56280.150, "relative_energy_ev": 0.076, "lumo_ev": [-1.752, -1.743], "e_homo_ev": [-7.42, -7.42], "elements": ["Rh", "C", "C", "O", "C", "C", "C", "N", "N", "C", "O", "C", "C", "C", "C", "C", "C", "H", "H", "H", "H", "H", "H", "H", "H", "H", "H", "H", "H", "Cl", "C", "C", "C", "I", "C", "O", "C", "N", "C", "C", "C", "C", "H", "H", "H", "H"], "positions_angstrom": [[-0.008, 0.120, -0.332], [0.038, 4.270, 0.799], [0.026, 2.765, 0.904], [-0.116, 2.122, -0.174], [0.182, 2.187, 2.188], [0.175, 0.836, 2.501], [0.425, 0.383, 3.907], [-0.042, -0.124, 1.567], [-0.021, -1.383, 1.990], [-0.107, -2.271, 0.996], [-0.172, -1.886, -0.224], [-0.038, -3.694, 1.310], [0.250, -4.131, 2.606], [0.479, -5.472, 2.845], [0.409, -6.393, 1.807], [0.061, -5.970, 0.532], [-0.164, -4.632, 0.280], [-0.194, 4.569, -0.222], [1.026, 4.650, 1.059], [-0.683, 4.711, 1.485], [0.302, 2.877, 3.011], [0.645, 1.227, 4.554], [1.259, -0.318, 3.916], [-0.438, -0.158, 4.293], [0.314, -3.404, 3.399], [0.731, -5.805, 3.840], [0.627, -7.435, 1.994], [-0.016, -6.692, -0.268], [-0.425, -4.285, -0.710], [5.884, -0.070, -4.055], [4.264, -0.004, -3.487], [3.237, 0.003, -4.432], [1.928, 0.048, -4.023], [0.335, 0.028, -5.375], [1.575, 0.108, -2.645], [0.342, 0.184, -2.276], [2.641, 0.084, -1.696], [2.288, 0.114, -0.385], [3.245, 0.101, 0.566], [4.577, 0.026, 0.257], [4.982, -0.012, -1.088], [4.002, 0.027, -2.094], [3.485, -0.036, -5.480], [2.898, 0.158, 1.589], [5.311, -0.005, 1.048], [6.027, -0.073, -1.344]], "forces_ev_per_a": [[3.6, -0.2, 1.8], [0.1, -0.1, -0.3], [0.1, -0.2, 0.8], [-0.2, 0.0, -0.6], [-0.1, 0.3, -0.6], [-0.2, -0.8, -0.6], [-0.1, 0.0, 0.0], [-0.8, 1.7, 0.8], [0.1, -2.3, 0.1], [0.2, 1.9, 1.4], [-0.3, 0.3, -1.1], [0.1, -0.8, 0.0], [0.0, 0.1, -0.3], [0.0, -0.1, 0.0], [0.0, 0.1, 0.0], [0.1, -0.3, 0.1], [0.0, 0.5, 0.2], [0.0, 0.0, 0.1], [0.0, 0.0, 0.0], [0.0, 0.0, 0.1], [0.1, 0.0, 0.0], [0.0, 0.1, 0.0], [0.0, 0.0, 0.0], [0.0, 0.0, 0.0], [0.1, 0.1, 0.1], [0.0, 0.0, 0.1], [0.0, 0.0, 0.0], [0.0, 0.0, -0.1], [0.1, 0.0, -0.1], [0.6, 0.0, -0.1], [-0.8, 0.0, -0.5], [1.4, -0.1, 0.8], [-1.3, 0.1, 1.3], [0.3, 0.0, 0.1], [-0.2, 0.0, -1.3], [-0.2, 0.1, -1.2], [0.0, 0.0, 0.2], [-0.7, 0.0, 0.4], [-2.5, 0.1, -0.5], [1.5, -0.1, -1.7], [-0.7, 0.0, 1.4], [0.0, 0.0, -0.6], [0.1, 0.0, -0.1], [0.0, -0.1, 0.0], [0.0, 0.0, 0.0], [0.1, 0.0, -0.1]]}

***

Entry 2:
{"formula": "C21H16ClN5O8Pd", "method": "ωB97M-V/def2-TZVPD", "gap_ev": [8.50, 4.90], "energy_ev": -61846.236, "multiplicity": 5, "relative_energy_ev": 0.000, "charge": 2, "lumo_ev": [-6.849, -10.445], "s2": 6.033, "e_homo_ev": [-15.34, -15.35], "elements": ["Pd", "O", "C", "O", "C", "C", "Cl", "N", "N", "C", "C", "O", "O", "C", "C", "C", "C", "C", "C", "H", "H", "H", "H", "H", "H", "O", "C", "O", "C", "C", "C", "C", "C", "C", "N", "O", "O", "H", "H", "H", "H", "C", "N", "C", "C", "N", "H", "H", "H", "H", "H", "H"], "positions_angstrom": [[-0.993, 0.375, 0.218], [2.678, -1.538, 4.460], [3.360, -1.385, 3.354], [4.537, -1.583, 3.255], [2.622, -0.930, 2.109], [3.249, -0.776, 0.906], [4.865, -0.910, 0.480], [2.308, -0.290, -0.014], [1.115, -0.099, 0.622], [1.275, -0.510, 1.858], [0.051, -0.559, 2.758], [0.181, -0.851, 3.927], [-1.067, -0.313, 2.166], [2.406, -0.092, -1.361], [3.234, -0.931, -2.162], [3.310, -0.701, -3.508], [2.584, 0.351, -4.082], [1.748, 1.171, -3.296], [1.639, 0.949, -1.955], [1.721, -1.325, 4.369], [3.727, -1.780, -1.714], [3.910, -1.345, -4.135], [2.658, 0.532, -5.147], [1.221, 1.993, -3.760], [1.065, 1.608, -1.321], [-5.071, -0.786, 0.054], [-3.814, -0.673, -0.159], [-3.150, 0.342, 0.060], [-3.290, -1.967, -0.687], [-3.915, -2.676, -1.712], [-3.293, -3.792, -2.253], [-2.041, -4.188, -1.805], [-1.441, -3.457, -0.792], [-2.057, -2.391, -0.178], [-0.060, -3.789, -0.378], [0.579, -2.879, 0.143], [0.355, -4.892, -0.613], [-4.875, -2.350, -2.089], [-3.776, -4.347, -3.045], [-1.531, -5.042, -2.230], [-1.612, -1.939, 0.699], [-0.139, 5.328, 2.027], [-1.275, 4.588, 1.459], [-2.601, 5.233, 1.451], [-1.101, 3.470, 0.847], [-0.937, 2.461, 0.288], [-0.403, 5.642, 3.035], [0.077, 6.202, 1.413], [0.732, 4.682, 2.071], [-2.840, 5.534, 2.468], [-3.345, 4.523, 1.101], [-2.580, 6.105, 0.798]], "forces_ev_per_a": [[0.0, -0.2, -0.1], [0.0, 0.0, 0.1], [0.1, -0.1, -0.1], [-0.1, 0.0, 0.1], [0.1, 0.0, -0.1], [0.0, 0.0, 0.0], [0.0, -0.1, 0.0], [-0.1, -0.1, 0.0], [-0.1, 0.2, 0.2], [0.1, 0.0, 0.0], [0.0, 0.0, 0.0], [0.0, 0.0, -0.1], [0.0, 0.0, 0.2], [0.0, 0.0, 0.1], [0.1, -0.1, -0.1], [0.1, -0.1, 0.1], [0.0, 0.0, -0.1], [0.0, 0.1, 0.0], [0.0, 0.1, 0.0], [-0.1, 0.1, 0.0], [0.0, 0.0, 0.0], [0.0, 0.0, 0.0], [0.0, 0.0, 0.0], [0.0, 0.0, 0.0], [-0.1, 0.0, 0.0], [0.0, 0.1, 0.0], [-0.1, 0.1, 0.1], [-0.3, -0.2, -0.1], [0.6, -0.2, 0.0], [-0.1, 0.1, 0.1], [0.0, -0.1, 0.0], [0.0, 0.0, 0.0], [0.1, 0.0, 0.0], [-0.2, 0.1, -0.2], [0.0, 0.0, 0.0], [-0.1, -0.1, 0.0], [0.0, 0.2, 0.0], [0.0, 0.0, 0.0], [0.0, 0.0, 0.0], [0.0, 0.0, 0.0], [0.0, 0.1, 0.1], [0.0, 0.0, 0.0], [-0.1, 0.1, -0.1], [0.0, 0.0, 0.0], [0.1, -0.2, 0.1], [0.1, 0.2, -0.1], [0.0, 0.0, 0.0], [0.0, 0.0, 0.0], [0.0, 0.0, 0.0], [0.0, 0.0, 0.0], [0.0, 0.0, 0.0], [0.0, 0.0, 0.0]]}

***

Entry 3:
{"formula": "C21H16F3N3O5S2", "method": "ωB97M-V/def2-TZVPD", "gap_ev": 7.86, "energy_ev": -66563.725, "smiles": "CS(=O)(=O)c1ccc(-c2nc(C(F)(F)F)c(C(=O)N3CCc4ccccc4C3)s2)cc1[N+](=O)[O-]", "relative_energy_ev": 0.148, "lumo_ev": -1.576, "e_homo_ev": -9.43, "elements": ["C", "S", "O", "O", "C", "C", "C", "C", "C", "N", "C", "C", "F", "F", "F", "C", "C", "O", "N", "C", "C", "C", "C", "C", "C", "C", "C", "C", "S", "C", "C", "N", "O", "O", "H", "H", "H", "H", "H", "H", "H", "H", "H", "H", "H", "H", "H", "H", "H", "H"], "positions_angstrom": [[3.480, -6.282, -2.315], [1.895, -6.775, -1.641], [1.074, -7.326, -2.754], [2.149, -7.743, -0.552], [1.120, -5.218, -1.002], [0.195, -4.526, -1.820], [-0.472, -3.399, -1.365], [-0.243, -2.857, -0.100], [-0.785, -1.577, 0.338], [-1.945, -1.147, -0.135], [-2.413, -0.018, 0.551], [-3.765, 0.638, 0.285], [-4.551, 0.492, 1.390], [-4.412, 0.108, -0.762], [-3.648, 1.932, 0.006], [-1.510, 0.436, 1.522], [-1.577, 1.716, 2.248], [-2.290, 1.763, 3.234], [-0.828, 2.843, 1.848], [-0.929, 4.110, 2.592], [-1.364, 5.195, 1.566], [-0.435, 5.277, 0.358], [-0.312, 6.475, -0.374], [0.430, 6.532, -1.573], [1.108, 5.374, -1.986], [0.979, 4.176, -1.267], [0.215, 4.101, -0.075], [0.074, 2.786, 0.688], [-0.132, -0.639, 1.721], [0.665, -3.579, 0.734], [1.337, -4.729, 0.334], [2.244, -5.255, 1.270], [1.852, -5.317, 2.451], [3.368, -5.603, 0.864], [3.380, -5.871, -3.305], [4.030, -7.250, -2.367], [4.023, -5.595, -1.667], [0.010, -4.886, -2.830], [-1.167, -2.863, -1.973], [0.048, 4.337, 3.013], [-1.621, 4.050, 3.443], [-1.330, 6.151, 2.103], [-2.392, 5.045, 1.253], [-0.841, 7.389, -0.038], [0.464, 7.483, -2.101], [1.728, 5.404, -2.914], [1.482, 3.315, -1.629], [1.037, 2.458, 1.054], [-0.317, 2.068, -0.028], [0.894, -3.199, 1.706]], "forces_ev_per_a": [[0.4, -0.7, 0.3], [-0.9, -3.0, -0.3], [1.3, 1.9, 1.8], [-0.5, 2.3, -1.3], [-0.1, 0.1, 0.6], [0.8, -0.9, 0.6], [0.0, 0.6, 0.6], [2.1, -1.7, 0.4], [-2.0, 0.8, 0.5], [0.4, 0.5, 1.2], [2.5, -0.6, 0.6], [-0.2, -0.9, 0.1], [0.5, 0.3, -0.9], [0.2, -0.3, 0.4], [0.2, 0.6, 0.4], [0.0, -0.8, -1.7], [0.3, 2.4, 1.2], [-0.1, 0.0, 0.0], [-1.0, -1.9, 0.0], [-0.3, 0.0, -1.1], [1.0, 0.4, 0.9], [-0.2, -0.4, -0.1], [0.0, 0.0, -0.5], [-0.2, -0.6, 1.2], [0.0, 0.1, -0.5], [-0.6, 1.1, 0.9], [0.0, 1.1, -0.5], [-0.4, 0.7, 0.1], [-1.7, 0.2, -1.8], [-0.5, 0.5, -0.8], [-2.1, 1.2, -2.8], [2.2, -1.7, 2.1], [0.9, 0.1, -2.0], [-1.9, 0.7, 0.7], [-0.3, 0.1, -0.3], [-0.4, 0.7, 0.0], [-0.3, -0.1, 0.2], [0.0, -0.1, 0.2], [-0.3, 0.1, -0.6], [0.2, 0.2, -0.1], [0.1, -0.4, -0.6], [-0.1, 0.0, -0.2], [-0.2, -0.2, -0.1], [0.3, -0.7, -0.1], [0.2, -0.4, -0.1], [-0.6, -0.1, 0.9], [0.4, -0.8, -0.2], [0.6, -0.1, -0.2], [0.0, -0.3, 0.1], [0.0, 0.1, 0.5]]}

***

Entry 4:
{"formula": "C21H16MnN6O3S4", "method": "ωB97M-V/def2-TZVPD", "gap_ev": [4.67, 3.95], "energy_ev": -111783.820, "multiplicity": 6, "relative_energy_ev": 0.165, "charge": -2, "lumo_ev": [4.457, 3.489], "s2": 8.866, "e_homo_ev": [-0.22, -0.46], "elements": ["Mn", "C", "C", "C", "C", "C", "C", "N", "C", "C", "C", "C", "C", "C", "N", "N", "C", "C", "C", "C", "C", "N", "H", "H", "H", "H", "H", "H", "H", "H", "H", "H", "H", "H", "H", "N", "N", "C", "O", "O", "H", "H", "H", "O", "C", "S", "C", "C", "S", "S", "S"], "positions_angstrom": [[0.499, -0.035, -0.359], [-2.094, 4.451, 1.714], [-1.957, 3.417, 2.629], [-1.700, 2.134, 2.200], [-1.522, 1.850, 0.833], [-1.607, 2.917, -0.072], [-1.914, 4.187, 0.366], [-1.263, 0.563, 0.401], [-2.027, -0.444, 0.926], [-3.291, -0.296, 1.505], [-3.969, -1.397, 2.006], [-3.398, -2.662, 1.950], [-2.164, -2.853, 1.358], [-1.469, -1.762, 0.820], [-0.254, -1.761, 0.228], [0.526, -2.852, 0.230], [1.722, -2.601, -0.282], [2.734, -3.595, -0.347], [3.972, -3.273, -0.827], [4.224, -1.964, -1.263], [3.206, -1.037, -1.190], [1.995, -1.308, -0.714], [-2.330, 5.451, 2.053], [-2.044, 3.616, 3.691], [-1.607, 1.329, 2.918], [-1.417, 2.728, -1.118], [-2.017, 4.986, -0.356], [-3.740, 0.687, 1.567], [-4.951, -1.264, 2.447], [-3.934, -3.502, 2.373], [-1.720, -3.835, 1.303], [2.485, -4.584, 0.002], [4.762, -4.014, -0.867], [5.192, -1.679, -1.642], [3.364, -0.016, -1.524], [1.218, -0.372, 2.266], [2.303, 0.511, 2.469], [2.791, 1.211, 1.300], [3.946, 1.613, 1.381], [1.955, 1.360, 0.386], [0.512, -0.248, 2.990], [1.494, -1.356, 2.239], [3.063, 0.166, 3.053], [-0.280, 1.374, -7.723], [-0.137, 1.089, -6.558], [-0.424, -0.510, -5.882], [-0.034, -0.159, -4.179], [0.355, 1.126, -3.916], [0.745, 1.807, -2.410], [0.398, 2.221, -5.323], [-0.200, -1.413, -3.052]], "forces_ev_per_a": [[-0.3, -0.3, 1.1], [-0.1, 0.2, 0.0], [-0.1, 0.0, 0.1], [0.2, 0.0, -0.1], [0.0, 0.5, 0.1], [0.1, -0.4, 0.1], [0.0, 0.3, 0.1], [0.9, 0.1, -0.7], [-0.7, -1.1, 0.4], [0.5, 0.1, -0.4], [-0.3, -0.5, 0.2], [-0.6, 0.3, 0.2], [0.6, 0.1, -0.3], [-0.5, 0.6, 0.4], [0.0, 1.7, -0.9], [1.8, -1.1, -0.3], [-2.0, -0.1, 0.8], [0.9, -0.3, -0.3], [-0.7, -0.5, 0.4], [-0.1, 0.9, -0.3], [1.0, 0.0, -0.4], [-0.3, -0.1, 0.3], [0.0, 0.1, 0.0], [-0.1, 0.0, 0.0], [0.0, 0.0, -0.1], [-0.1, -0.1, -0.1], [0.1, 0.1, -0.1], [0.0, 0.0, 0.0], [0.0, 0.0, 0.0], [0.0, -0.1, 0.0], [0.1, -0.1, 0.0], [0.0, -0.1, 0.0], [0.0, -0.1, 0.0], [0.0, 0.1, 0.0], [0.0, 0.0, 0.1], [0.2, 0.0, 0.4], [0.1, -0.2, -0.1], [0.1, -0.8, 1.7], [0.5, 0.3, -0.1], [-1.2, 0.1, -1.6], [0.2, 0.0, -0.3], [0.0, 0.3, -0.1], [-0.2, 0.1, -0.3], [0.0, 0.1, -0.1], [0.0, -0.2, 0.2], [0.0, -0.1, 0.1], [-0.6, -2.0, 0.0], [0.3, 1.6, 0.5], [0.1, -0.3, -0.4], [0.1, 0.0, 0.4], [0.0, 0.6, -0.7]]}

***

- What is the formula in the fourth record?
  C21H16MnN6O3S4